The following is a DFT calculation (ωB97M-V/def2-TZVPD) of a cluster of 2 separate species, C4H12N2O2 in total in a non-equilibrium geometry.

Cartesian coordinates (Å):
1 C 0.69554 1.24627 0.02254
2 C -0.23669 0.18699 0.59371
3 C 0.44559 -1.20142 0.68128
4 N -1.48925 0.27741 -0.25097
5 C -1.51150 -0.28895 -1.52392
6 N -2.52416 0.25343 -2.30745
7 O -0.62210 -0.98468 -1.95325
8 H 1.54559 1.55306 0.63239
9 H 1.22414 0.95956 -0.89783
10 H 0.15894 2.14539 -0.26197
11 H -0.64553 0.54163 1.57566
12 H 1.06325 -0.94874 1.52091
13 H 0.88753 -1.46652 -0.27733
14 H -0.30798 -1.96559 0.89199
15 H -2.07272 1.07109 -0.06141
16 H -3.36666 0.57427 -1.86770
17 H -2.54618 0.01899 -3.28443
18 H 2.97357 -1.40274 1.95840
19 H 2.97363 0.13983 2.29427
20 O 3.35497 -0.70927 2.51513

Cartesian forces, eV/Å:
C 1.1813 0.3821 -0.5712
C -1.5793 0.8061 -0.9919
C -1.8576 1.2907 -0.2616
N 0.7261 -1.8918 0.0904
C 0.0232 2.3643 0.4111
N 0.1809 -0.4188 0.1578
O -0.0721 -0.6343 -0.3111
H -0.2013 -0.0514 0.6512
H -0.5485 -0.5246 0.0266
H -0.1929 0.2115 0.2724
H 0.7771 -0.5902 -0.4822
H 0.8833 -1.0468 0.3245
H 0.4610 0.2094 0.3887
H 0.2607 0.0641 0.3791
H -0.0314 0.0669 -0.1300
H -0.0804 -0.0081 -0.1275
H -0.0870 -0.2465 0.1386
H 0.0051 0.5884 0.0471
H -0.2400 -0.0525 -0.3373
O 0.3918 -0.5184 0.3253

## Properties
LUMO energy: 0.71 eV
SMILES string: CC(C)NC(N)=O.O
E: -11418.1666 eV
energy above the lowest of the compared OMol25 structures with the same formula, charge and spin: 1.050 eV



The following is a DFT calculation (ωB97M-V/def2-TZVPD) of a cluster of 2 separate species, C4H12N2O2 in total in a non-equilibrium geometry.

Cartesian coordinates (Å):
1 C -1.71315 -1.50350 0.09130
2 C 0.20175 -2.09694 -2.01006
3 C 0.36298 -0.94025 -1.07681
4 O -0.77886 -0.53978 -0.34048
5 N 1.44460 -0.33932 -0.93769
6 H 1.40747 0.42475 -0.20724
7 H -2.18563 -2.03028 -0.74341
8 H -2.47842 -0.96191 0.64760
9 H -1.24119 -2.23380 0.75800
10 H -0.65114 -1.92982 -2.66479
11 H 1.10843 -2.18424 -2.60009
12 H 0.03863 -3.02298 -1.46232
13 C 0.47029 2.90917 0.91298
14 N 0.56185 1.47560 1.11792
15 O 0.72461 1.16936 2.50776
16 H 1.66578 0.96963 2.61281
17 H -0.31807 1.02067 0.85882
18 H 0.26407 3.07006 -0.14329
19 H 1.43002 3.36176 1.16556
20 H -0.31402 3.38182 1.51341

Cartesian forces, eV/Å:
C -0.0609 -0.3653 -0.0203
C -0.2073 0.1230 -0.0027
C -0.6219 -0.1063 0.7313
O 0.6133 0.0768 -0.6210
N 0.5803 0.9237 0.4036
H -0.1837 -0.9483 -0.7974
H 0.0168 0.0427 0.0431
H 0.0431 -0.0667 -0.0536
H -0.0715 0.0269 -0.0420
H -0.0899 -0.0851 -0.1053
H -0.0127 -0.0051 0.0230
H -0.0401 -0.0910 0.0241
C -0.0049 0.0082 0.3996
N -0.0840 -0.0336 0.1553
O -0.0248 0.2617 0.0298
H -0.2462 -0.0085 -0.2107
H 0.4186 0.1341 0.2050
H 0.0125 0.0403 -0.0803
H -0.0553 0.0613 -0.0789
H 0.0187 0.0111 -0.0025

## Properties
LUMO energy: 0.88 eV
SMILES string: [H]/N=C(/C)OC.CNO
E: -11415.3945 eV
energy above the lowest of the compared OMol25 structures with the same formula, charge and spin: 3.822 eV